(1)
12
Properties=species:S:1:pos:R:3 method="wB97M-V/def2-TZVPD" e_lumo_ev=-1.342 gap_ev=8.6
H 2.88029 1.69299 0.62384
N 1.68350 2.03314 0.57332
C 0.75939 1.11179 -0.02413
C 1.15025 -0.20387 -0.49114
N 0.46043 -1.28460 -0.88047
N -0.98827 -1.70238 -0.73380
C -1.52953 -1.04861 0.15857
O -0.85169 -0.20619 0.92409
N -0.72925 1.13296 0.06301
H 2.26315 -0.54305 -0.69295
H -2.58381 -1.51842 0.76560
H -1.01167 1.60837 0.89657

=====

(2)
18
Properties=species:S:1:pos:R:3 method="wB97M-V/def2-TZVPD" e_lumo_ev=0.676 smiles="C=C1[C@H](S)CC[C@H]1S" gap_ev=9.7
C 0.07635 2.26044 0.01679
C -0.02770 0.93932 0.16958
C 1.17896 0.10903 0.68838
S 2.69002 -0.23072 -0.25391
C 0.29100 -1.17996 0.78659
C -0.38150 -1.35753 -0.55689
C -1.09122 0.07846 -0.68377
S -2.69323 -0.20404 0.09162
H -0.90311 2.82593 -0.29232
H 0.90626 2.64347 0.49418
H 1.32530 0.31640 1.63794
H 2.65675 1.02011 -0.83885
H 0.98762 -2.08800 0.98699
H -0.39467 -1.10799 1.59812
H 0.52156 -1.54058 -1.28180
H -1.25854 -2.08275 -0.81160
H -1.23979 0.67723 -1.55198
H -2.82527 1.19368 0.13193

=====

(3)
130
Properties=species:S:1:pos:R:3 method="wB97M-V/def2-TZVPD" e_lumo_ev="-1.403 / -1.744" spin_multiplicity=2 gap_ev="5.0 / 7.0"
Ag -28.14191 2.59254 -3.88514
Ag -28.00608 5.69963 -5.86275
Ag -24.26570 4.30294 -4.69110
O -26.64342 4.59167 -3.88766
C -26.72285 5.68895 -3.02547
C -26.85830 7.19515 -3.54771
O -27.89168 7.69063 -4.36350
H -25.82806 5.81122 -2.41515
H -27.51902 5.56128 -2.29204
H -25.94499 7.43201 -4.09349
H -26.75154 7.87864 -2.70538
C -25.54023 10.13950 -9.38265
C -24.61783 10.33615 -8.06347
C -24.20503 8.99532 -7.44839
O -23.39109 9.04721 -6.18819
C -23.93730 9.83004 -5.18455
N -23.47739 11.18536 -8.29679
H -26.46724 9.72989 -8.98145
H -25.06027 9.39668 -10.01979
H -25.67623 11.09543 -9.88841
H -25.19622 10.93505 -7.36000
H -23.52875 8.42312 -8.08349
H -25.06034 8.32712 -7.34819
H -24.00414 10.91379 -5.28013
H -23.41086 9.67759 -4.24237
H -24.95565 9.46288 -5.05702
H -22.92181 10.73189 -9.00797
H -22.94963 11.21210 -7.43607
C -21.41356 9.75983 -1.73894
C -21.76790 10.10669 -0.27351
C -23.27133 9.94902 0.07077
O -23.94301 10.99018 -0.60410
C -25.20650 10.62383 -1.11302
N -20.95675 9.23579 0.52968
H -20.47495 10.30460 -1.84070
H -22.07884 10.18420 -2.49088
H -21.25252 8.68813 -1.85565
H -21.40456 11.12403 -0.12829
H -23.41456 9.87704 1.14892
H -23.46034 8.93668 -0.28641
H -25.06416 9.84887 -1.86620
H -25.59699 11.40521 -1.76499
H -25.98228 10.28765 -0.42510
H -21.26547 9.20822 1.49094
H -20.03044 9.63523 0.57963
C -23.03321 6.67168 -2.21636
C -22.30287 6.58690 -3.53722
C -21.30244 5.43191 -3.71794
O -22.08140 4.18679 -3.57983
C -21.38244 2.97667 -3.91441
N -23.24715 6.53442 -4.66913
H -22.26650 6.80763 -1.45361
H -23.53818 5.71134 -2.11217
H -23.77551 7.46948 -2.19177
H -21.70390 7.49086 -3.64759
H -20.54848 5.60679 -2.95044
H -20.76768 5.37706 -4.66616
H -20.76860 2.79536 -3.03212
H -20.74302 3.00976 -4.79654
H -22.14853 2.22302 -4.09668
H -23.76634 7.39510 -4.57027
H -22.78493 6.74547 -5.54201
C -28.83049 7.24469 5.08742
C -27.78260 7.72186 4.00048
C -28.25474 7.45637 2.50493
O -27.38485 8.12422 1.58353
C -27.66843 7.87309 0.20527
N -27.54932 9.11608 4.31264
H -29.85418 7.60733 4.99448
H -28.64340 7.65887 6.07815
H -28.74277 6.16838 5.23565
H -26.83264 7.21427 4.16794
H -29.27346 7.83016 2.40210
H -28.15031 6.38013 2.36741
H -27.65890 6.81205 -0.04415
H -26.86485 8.24653 -0.42948
H -28.54193 8.39156 -0.19005
H -27.07207 9.55430 3.53786
H -27.07421 9.23813 5.19552
C -30.64738 4.05859 -1.55254
C -31.25229 4.00231 -0.14961
O -30.43847 4.97333 0.66725
H -29.58407 3.82323 -1.59824
H -30.91825 4.89182 -2.20096
H -31.02324 3.18726 -2.08884
H -31.22896 2.96951 0.19807
H -32.26694 4.39955 -0.17767
H -31.05433 5.51056 1.17094
C -23.58286 5.09163 1.06559
C -24.73099 6.04762 0.56876
O -25.40011 6.23287 1.87131
H -23.06621 4.70238 0.18828
H -23.93449 4.18191 1.55226
H -22.82598 5.45954 1.75831
H -25.36560 5.53670 -0.15535
H -24.41405 7.01864 0.18824
H -26.20593 6.73302 1.72265
C -23.50294 1.81504 -1.11796
C -24.78010 2.35776 -1.64145
O -24.80735 2.46186 -3.06221
H -22.69961 2.44971 -1.49208
H -23.32105 0.80586 -1.48751
H -23.46276 1.78277 -0.02918
H -25.08937 3.27806 -1.14598
H -25.50536 1.59716 -1.35237
H -25.52698 3.08117 -3.20433
C -27.52477 2.82110 0.97259
O -26.77573 1.88068 0.82455
N -27.66697 3.85787 0.20415
N -28.39127 2.83405 1.86404
H -28.40148 4.49384 0.48003
H -27.01661 3.84520 -0.56850
H -29.20089 3.42665 1.74814
H -28.27664 2.07834 2.52425
C -30.23043 9.71843 -2.17157
O -31.01460 10.30225 -1.50224
N -28.99581 10.07978 -2.34991
N -30.47417 8.71532 -2.87095
H -28.76840 10.86568 -1.75766
H -28.34577 9.40712 -2.73079
H -31.31452 8.17364 -2.72782
H -29.73106 8.40824 -3.48216
C -28.08989 10.66062 -6.38579
O -28.44338 11.64314 -7.00416
N -28.32709 9.42202 -6.63677
N -27.37532 10.65714 -5.28201
H -28.06145 8.75370 -5.92762
H -28.71646 9.17028 -7.53405
H -27.19168 11.51309 -4.77830
H -27.39767 9.77041 -4.79897

=====

(4)
36
Properties=species:S:1:pos:R:3 method="wB97M-V/def2-TZVPD" e_lumo_ev=0.760 charge=-1 gap_ev=5.8
C 2.33971 2.07657 4.37820
C 1.21295 1.39156 3.91110
C 1.18484 0.90733 2.60423
C 2.27905 1.09661 1.77423
C 3.41347 1.75371 2.23521
C 3.44566 2.25687 3.53750
S 2.15526 0.28187 0.16029
O 1.93116 1.32572 -0.80887
O 3.25974 -0.65265 0.03181
C 0.74424 -0.64305 0.47865
S -0.11109 -0.13344 1.87001
O -0.30960 -1.30413 2.69986
O -1.21836 0.73532 1.51858
H 2.36414 2.45831 5.39651
H 0.34944 1.21204 4.55333
H 4.26975 1.84552 1.56464
H 4.33121 2.77575 3.89688
H 0.88874 -1.72409 0.40818
O -4.01153 1.78554 -3.74324
N -3.01309 1.09635 -3.66148
C -2.45442 0.22659 -2.71985
C -1.23916 -0.21980 -3.25135
N -0.93059 0.41836 -4.41672
O -2.03819 1.19474 -4.66919
C -0.50705 -1.29480 -2.58563
N 0.73023 -1.83839 -3.15389
O 1.13282 -1.45908 -4.26843
O 1.34799 -2.66915 -2.45671
C -0.98359 -1.79708 -1.35820
C -2.23297 -1.36279 -0.91132
N -3.10656 -1.96971 0.00751
O -2.94986 -2.86566 0.82105
O -4.37898 -1.42935 -0.22110
N -4.34003 -0.42895 -1.18649
C -3.03286 -0.40322 -1.58384
H -0.52248 -2.64344 -0.85148

=====

(5)
16
Properties=species:S:1:pos:R:3 method="wB97M-V/def2-TZVPD" e_lumo_ev="-0.920 / -0.931" gap_ev="7.2 / 7.2"
C -0.37596 -2.16926 0.47543
C -1.38774 -1.51543 -0.24529
C 0.92880 0.35710 -0.59173
C 1.85733 2.40211 0.52326
N -1.43149 -0.16283 -0.28572
N -0.32918 0.59520 -0.05704
N -2.49573 -2.21684 -0.73087
N 1.85443 1.18649 -0.29718
Cl -0.48735 -3.88333 0.49854
H 2.88181 2.82367 0.42591
H 1.03078 2.99228 0.26857
H 1.66633 2.18247 1.54782
H -0.57590 1.56032 0.26968
H -2.45180 -3.29382 -0.51836
H -3.45294 -1.86887 -0.42349
H 2.76861 1.01075 -0.85953

=====

(6)
15
Properties=species:S:1:pos:R:3 method="wB97M-V/def2-TZVPD" e_lumo_ev=0.456 smiles="[H]/N=C/NN1CCC1=S" gap_ev=9.2
H 2.23927 0.50674 -3.24389
N 2.40609 0.72684 -2.22473
C 1.23946 0.37740 -1.70277
N 1.05312 0.62595 -0.35569
N 0.03421 -0.00321 0.11267
C -0.07081 -0.83448 1.38276
C -1.61884 -0.63772 1.26622
C -1.34969 0.42041 0.18259
S -2.10724 1.61862 -0.48200
H 0.21343 -0.24181 -2.06004
H 1.45236 1.46279 0.17833
H 0.30447 -2.01140 1.40421
H 0.29592 -0.30255 2.30928
H -1.82602 -0.16442 2.16325
H -2.26572 -1.54317 1.06980